12
Properties=species:S:1:pos:R:3:forces:R:3:lowdin_charge:R:1 method="wB97M-V/def2-TZVPD" smiles=CO.CO homo_lumo_gap_ev=10.77 total_energy_ha=-231.4060 e_above_lowest_kcal_mol=35.3 multiplicity=1
C 1.18494 0.93759 -1.43612 0.038 -1.653 -3.434 -0.146
C -0.89874 -0.78004 1.33153 -0.715 -1.573 -0.845 -0.194
H 1.20258 -1.11966 -1.34266 -1.589 2.466 -0.496 0.136
H 0.38052 1.59572 -1.44745 -1.222 1.465 -0.094 0.064
H 1.78698 1.13792 -0.63927 1.532 0.097 2.644 0.043
H 1.81601 1.07356 -2.34905 -0.494 0.126 0.489 0.093
H -2.12197 0.50006 2.17849 1.075 -0.115 -3.346 0.135
H -0.32135 -0.85173 0.36915 0.034 0.437 1.490 0.056
H -0.38520 -0.75789 2.31085 0.476 -0.064 -0.841 0.074
H -1.46947 -1.78823 1.30984 0.246 1.568 0.242 0.089
O 0.54709 -0.33485 -1.49581 1.852 -2.513 0.681 -0.173
O -1.72138 0.38755 1.21050 -1.232 -0.242 3.510 -0.176



102
Properties=species:S:1:pos:R:3:forces:R:3:lowdin_charge:R:1 method="wB97M-V/def2-TZVPD" total_charge=-1 homo_lumo_gap_ev=4.99 total_energy_ha=-5444.2973 e_above_lowest_kcal_mol=75.2 multiplicity=1
C 4.07457 3.51257 2.66653 -0.054 -0.017 -0.122 -0.152
C 3.14149 3.52880 1.36885 -0.515 0.407 0.267 -0.321
C 1.66137 2.94431 1.63525 1.113 -0.619 -0.335 -0.399
C 1.87087 1.41630 2.09247 0.301 0.548 0.447 -0.165
In 0.38513 3.15788 -0.25154 -0.759 -0.985 0.616 0.612
C -0.82080 1.25153 -0.66131 -0.237 -0.099 0.060 -0.282
C -1.56025 0.79341 0.69799 0.216 -0.202 -0.845 -0.257
C -3.13810 0.97950 0.66805 1.328 -1.802 -0.800 -0.193
O -3.59944 2.34452 0.83886 -0.470 -0.015 2.582 -0.049
C -3.61713 2.74204 2.17546 0.576 0.542 1.754 -0.459
C -4.63125 3.92336 2.56740 0.446 -0.713 -1.725 0.005
O -2.90092 2.30392 3.08161 -1.522 0.283 -2.427 0.057
P 1.85284 3.86379 -2.20521 2.223 1.641 0.755 0.519
O 3.24172 4.40926 -1.75479 -1.476 -0.786 -0.521 -0.665
C -1.20299 4.80550 -0.02330 0.996 -0.036 1.639 -0.732
Br -1.64208 5.38639 -1.89759 -0.270 -0.114 0.777 0.495
C -0.54368 5.96551 0.85799 -0.805 -0.049 -0.664 -0.373
C -1.26985 7.36710 0.64106 0.660 -0.072 0.553 -0.181
H 4.67789 2.55005 2.72777 -0.650 1.155 -0.046 0.051
H 3.45668 3.57406 3.62354 0.740 0.054 -1.196 0.068
H 4.79142 4.39807 2.62713 -0.789 -1.182 0.163 0.062
H 3.66097 2.95379 0.52682 -0.837 0.796 1.094 0.092
H 3.04937 4.60582 1.00104 0.196 -1.415 0.409 0.085
H 1.11842 3.55756 2.42237 0.829 -0.754 -0.597 0.063
H 0.91460 0.83230 2.24822 1.024 0.651 -0.365 0.046
H 2.56117 0.87028 1.35325 -1.123 0.729 0.991 0.068
H 2.40569 1.42104 3.11052 -0.612 -0.169 -1.290 0.059
H -0.15124 0.41296 -1.06274 -1.031 1.100 0.539 0.028
H -1.59308 1.51391 -1.45463 0.872 -0.468 0.830 0.027
H -1.36537 -0.33152 0.80354 -0.419 1.484 0.193 0.112
H -1.10836 1.33934 1.57776 -0.742 -0.808 -0.789 0.067
H -3.49288 0.63685 -0.35851 0.316 0.694 1.272 0.121
H -3.59449 0.25267 1.41399 0.332 1.306 -0.562 0.117
H -4.11851 4.88632 2.25930 -0.674 -0.999 0.491 0.079
H -4.85253 3.89671 3.67492 0.389 -0.060 -1.449 0.085
H -5.55443 3.79714 1.91524 0.996 0.340 1.009 0.082
H 2.06504 2.85117 -3.20032 -0.466 0.328 -0.133 -0.077
H 1.19835 4.97072 -2.88082 0.060 -0.925 -0.259 -0.092
H -2.11305 4.43208 0.53396 0.609 0.588 -1.261 0.008
H -0.68660 5.66454 1.95205 0.190 0.261 -1.397 0.106
H 0.57310 5.97414 0.67198 -1.205 0.447 0.134 0.086
H -1.14473 7.79746 -0.40394 -0.258 -0.831 1.267 0.040
H -2.37654 7.20206 0.87961 1.460 0.510 -0.369 0.073
H -0.79360 8.12259 1.35001 -0.871 -0.800 -0.711 0.063
O -4.21943 -1.99685 -1.02293 1.802 -3.484 1.680 -0.294
P -5.27741 -3.09803 -1.22293 -4.193 5.238 -2.963 0.762
N -5.27104 -2.93444 -2.93210 1.054 -0.231 -1.257 -0.314
C -6.38394 -2.84453 -3.85286 -0.479 -0.426 0.205 -0.121
C -4.06952 -3.41742 -3.60753 0.393 0.297 0.236 -0.143
N -6.52502 -2.16894 -0.47331 -1.175 0.225 1.102 -0.359
C -7.27089 -1.15578 -1.20120 -0.053 -0.310 -0.456 -0.133
C -6.14906 -1.61953 0.83230 0.333 -0.244 0.033 -0.143
N -6.42622 -4.43552 -1.35053 1.930 -1.014 0.987 -0.316
C -5.91763 -5.70772 -1.84003 0.291 -0.054 -0.152 -0.143
C -7.84234 -4.45800 -1.04001 -0.286 -0.017 0.969 -0.122
H -7.03889 -3.72360 -3.83104 -0.182 -0.042 0.000 0.070
H -6.04024 -2.74847 -4.88693 0.321 -0.126 0.224 0.083
H -6.97934 -1.94920 -3.68626 -0.098 -0.079 0.194 0.058
H -4.15996 -4.47679 -3.87756 0.024 -0.056 -0.174 0.066
H -3.18655 -3.30927 -2.97276 -0.154 0.043 0.085 0.073
H -3.86425 -2.84217 -4.51539 -0.108 -0.026 0.047 0.081
H -6.61628 -0.44426 -1.71683 -0.031 0.096 -0.075 0.093
H -7.92940 -0.59111 -0.53400 0.269 -0.118 0.207 0.083
H -7.94988 -1.62035 -1.91709 0.089 0.029 -0.188 0.053
H -5.54534 -0.71158 0.73931 0.051 -0.042 0.047 0.058
H -5.57454 -2.35084 1.40871 0.034 0.098 -0.059 0.077
H -7.04056 -1.38300 1.42060 -0.104 -0.054 -0.166 0.078
H -6.20176 -5.87449 -2.88450 -0.063 -0.054 -0.042 0.079
H -6.28258 -6.55189 -1.24549 -0.018 0.102 -0.007 0.078
H -4.82613 -5.74111 -1.77807 -0.094 0.052 -0.111 0.074
H -8.42557 -3.95135 -1.81392 0.077 0.151 0.026 0.074
H -8.06132 -4.00817 -0.07199 0.015 0.159 -0.214 0.081
H -8.22493 -5.48231 -0.97434 0.329 -0.093 -0.159 0.077
O 4.48131 -0.82537 0.23173 -0.333 0.904 4.242 -0.289
P 5.73022 -1.50408 0.82924 1.206 -2.159 -7.050 0.770
N 6.77878 -0.61975 -0.20235 0.653 1.625 -0.315 -0.314
C 7.88332 -1.08636 -1.01192 0.319 -0.421 0.389 -0.124
C 6.92058 0.80132 0.11076 -0.529 0.202 -0.050 -0.132
N 5.31531 -3.04334 0.16380 -0.313 -1.765 0.222 -0.361
C 5.60111 -3.38443 -1.21917 0.504 0.224 0.036 -0.138
C 3.94835 -3.47064 0.47442 -0.028 0.301 0.286 -0.152
N 7.14074 -2.25585 1.58493 -1.020 0.989 1.857 -0.316
C 7.93336 -1.43224 2.48508 -0.031 0.342 0.039 -0.142
C 7.64875 -3.60520 1.43482 -0.504 -0.734 0.488 -0.124
H 8.68138 -1.56043 -0.42787 0.132 -0.154 -0.015 0.068
H 8.35476 -0.26330 -1.55679 -0.233 0.171 0.297 0.083
H 7.55611 -1.76969 -1.79321 -0.021 -0.170 0.138 0.055
H 7.74168 0.97586 0.81687 0.134 0.109 -0.032 0.067
H 6.00688 1.20358 0.55585 -0.002 -0.153 -0.033 0.066
H 7.10469 1.39180 -0.79153 0.014 -0.105 0.030 0.085
H 5.23149 -2.62851 -1.92124 0.019 0.017 -0.121 0.092
H 5.15786 -4.34771 -1.49081 -0.206 0.118 0.272 0.080
H 6.67186 -3.53224 -1.36394 0.050 0.169 -0.102 0.052
H 3.20929 -3.00001 -0.18242 -0.046 0.051 0.087 0.080
H 3.69062 -3.22062 1.50769 -0.035 0.058 -0.108 0.074
H 3.85425 -4.55663 0.37872 0.190 -0.002 -0.065 0.073
H 8.85642 -1.09176 2.00395 0.083 -0.027 -0.001 0.080
H 8.20090 -1.96722 3.40254 -0.047 -0.028 -0.091 0.077
H 7.37193 -0.54831 2.80084 0.094 -0.025 -0.130 0.075
H 8.15963 -3.73190 0.47614 -0.139 0.036 -0.094 0.073
H 6.86403 -4.35586 1.52640 0.033 0.106 -0.244 0.080
H 8.37560 -3.85212 2.21635 -0.004 0.358 0.069 0.076